Entry 1:
Computed, not measured: C33H54Br2N2NbO14S as an isolated structure, with ωB97M-V/def2-TZVPD.

```
107
C33H54Br2N2NbO14S, DFT ωB97M-V/def2-TZVPD
C -0.19 -0.12 5.14
O 0.97 0.61 4.83
C 0.97 1.18 3.53
Nb 2.60 0.16 2.23
S 1.84 -2.09 3.00
C 4.22 -0.44 0.73
C 4.85 -1.83 0.92
C 5.83 -1.92 2.10
N 5.61 -3.10 2.96
N 3.91 0.29 3.91
C 3.95 1.40 4.37
O 3.91 2.42 4.96
C 1.07 0.35 0.59
Br 0.23 2.10 0.49
C 0.70 -0.56 -0.31
C 1.24 -1.96 -0.32
Br -0.60 -0.26 -1.69
H -0.93 0.51 5.63
H -0.64 -0.59 4.26
H 0.10 -0.93 5.81
H 0.01 1.07 3.03
H 1.14 2.25 3.58
H 3.09 1.87 1.88
H 2.45 -2.18 4.19
H 5.01 0.30 0.84
H 3.86 -0.32 -0.29
H 4.14 -2.65 0.95
H 5.45 -2.01 0.02
H 5.82 -1.01 2.68
H 6.84 -2.03 1.71
H 4.72 -3.02 3.42
H 5.58 -3.91 2.36
H 2.32 -2.00 -0.24
H 0.76 -2.54 0.46
H 0.97 -2.44 -1.25
O 2.02 -2.94 -3.52
C 1.14 -3.06 -4.31
O 0.06 -2.24 -4.36
C -0.88 -2.70 -5.35
C -0.06 -3.56 -6.31
C 1.00 -4.14 -5.38
H -1.66 -3.26 -4.85
H -1.32 -1.84 -5.83
H -0.66 -4.31 -6.83
H 0.42 -2.93 -7.06
H 0.67 -5.06 -4.89
H 1.96 -4.31 -5.87
O -3.52 -0.88 -4.70
C -3.70 -0.33 -5.74
O -3.36 -0.90 -6.93
C -3.60 0.02 -8.02
C -4.62 1.01 -7.47
C -4.27 1.05 -5.99
H -2.65 0.50 -8.27
H -3.95 -0.54 -8.88
H -4.58 1.98 -7.97
H -5.63 0.61 -7.60
H -3.50 1.79 -5.76
H -5.13 1.22 -5.35
O 7.55 -0.64 -0.05
C 8.10 0.38 0.22
O 9.00 0.99 -0.61
C 9.56 2.14 0.02
C 8.56 2.55 1.10
C 7.96 1.20 1.49
H 10.53 1.87 0.45
H 9.71 2.91 -0.73
H 9.01 3.10 1.92
H 7.78 3.17 0.66
H 8.54 0.70 2.28
H 6.92 1.26 1.79
O -3.22 -0.53 6.30
C -3.43 0.22 7.20
O -3.14 1.54 7.12
C -3.39 2.20 8.38
C -4.40 1.30 9.09
C -4.01 -0.08 8.58
H -2.45 2.28 8.93
H -3.77 3.19 8.18
H -4.37 1.40 10.17
H -5.41 1.55 8.76
H -3.23 -0.55 9.18
H -4.85 -0.76 8.49
O -3.74 -1.82 -10.63
C -3.74 -2.94 -10.23
O -3.05 -3.93 -10.85
C -3.30 -5.19 -10.21
C -3.76 -4.84 -8.80
C -4.47 -3.50 -9.02
H -4.08 -5.72 -10.77
H -2.39 -5.78 -10.23
H -4.38 -5.61 -8.34
H -2.89 -4.69 -8.15
H -5.52 -3.63 -9.29
H -4.38 -2.83 -8.17
O -4.34 5.51 8.78
C -4.51 5.87 7.65
O -4.26 5.05 6.60
C -4.44 5.76 5.36
C -5.37 6.92 5.70
C -4.97 7.22 7.15
H -3.46 6.09 5.01
H -4.86 5.07 4.63
H -5.26 7.77 5.02
H -6.41 6.60 5.66
H -4.13 7.92 7.21
H -5.80 7.59 7.75
```

The net charge is -1. The HOMO-LUMO gap comes out at 5.58 eV.

=====

Entry 2:
Computed, not measured: C33H54N4PSTc as an isolated structure, with ωB97M-V/def2-TZVPD.

```
94
C33H54N4PSTc, DFT ωB97M-V/def2-TZVPD
Tc -0.76 -0.21 0.39
C -0.72 2.21 2.28
C -2.00 1.48 2.67
N -2.10 0.10 2.11
C -3.51 -0.23 1.72
C -4.05 0.67 0.62
S -2.76 1.12 -0.58
C -2.38 2.86 -0.21
C -0.88 3.01 -0.07
N -0.33 1.99 0.86
H -0.85 3.27 2.48
H 0.11 1.88 2.91
H -2.10 1.45 3.76
H -2.86 2.03 2.31
H -1.86 -0.57 2.84
H -3.52 -1.25 1.37
H -4.15 -0.17 2.61
H -4.81 0.12 0.06
H -4.53 1.58 0.98
H -2.74 3.44 -1.06
H -2.93 3.18 0.67
H -0.40 2.86 -1.04
H -0.64 4.01 0.28
H 0.68 2.05 0.81
C -0.29 -3.47 3.03
C -0.76 -3.74 1.59
C -2.28 -3.81 1.49
P -0.03 -2.54 0.41
C 1.80 -2.79 0.54
C 2.22 -4.24 0.30
C 2.56 -1.85 -0.40
C -0.37 -3.10 -1.26
C -0.36 -4.40 -1.69
C -0.41 -4.71 -3.07
C -0.42 -6.13 -3.54
C -0.40 -3.65 -4.00
C -0.43 -2.34 -3.60
C -0.49 -2.02 -2.20
N -0.68 -0.78 -1.75
C -0.86 0.26 -2.74
C 0.14 1.22 -2.87
C 1.43 1.13 -2.09
C -0.04 2.26 -3.78
C -1.18 2.34 -4.57
C -1.34 3.44 -5.59
C -2.15 1.36 -4.41
C -2.02 0.32 -3.51
C -3.14 -0.67 -3.33
H -0.67 -4.26 3.68
H -0.68 -2.52 3.41
H 0.79 -3.46 3.12
H -0.35 -4.70 1.27
H -2.74 -2.88 1.82
H -2.65 -4.60 2.15
H -2.62 -4.04 0.48
H 2.05 -2.53 1.57
H 2.10 -4.52 -0.74
H 1.70 -4.96 0.93
H 3.29 -4.33 0.54
H 2.32 -2.08 -1.45
H 3.63 -1.99 -0.28
H 2.33 -0.80 -0.22
H -0.29 -5.21 -0.98
H -0.19 -6.83 -2.74
H 0.28 -6.27 -4.36
H -1.41 -6.37 -3.93
H -0.38 -3.88 -5.06
H -0.43 -1.55 -4.33
H 2.05 0.30 -2.44
H 1.25 0.95 -1.02
H 2.02 2.04 -2.18
H 0.75 3.00 -3.90
H -0.74 4.31 -5.34
H -2.38 3.74 -5.69
H -1.02 3.09 -6.57
H -3.06 1.43 -5.00
H -4.10 -0.20 -3.54
H -3.17 -1.08 -2.32
H -3.05 -1.52 -4.01
C 3.19 1.04 3.85
C 2.51 -0.35 3.84
C 1.77 -0.60 5.17
C 3.54 -1.45 3.57
C 1.51 -0.35 2.75
N 0.73 -0.33 1.91
H 3.96 1.03 4.62
H 2.48 1.83 4.09
H 3.67 1.25 2.90
H 2.51 -0.58 5.97
H 1.29 -1.58 5.18
H 1.03 0.17 5.37
H 4.28 -1.43 4.36
H 4.06 -1.30 2.62
H 3.08 -2.44 3.58
```

Its spin multiplicity is 4. The net charge is +3. The calculation puts the energy above the lowest of the compared OMol25 structures with the same formula, charge and spin at 130.1 kJ/mol. The HOMO-LUMO gap (spin up / spin down) comes out at 7.06 / 5.77 eV. The expectation value of S² is 3.7922.

=====

Entry 3:
Computed, not measured: C33H55BClMnN6OSSi as an isolated structure, with ωB97M-V/def2-TZVPD.

```
100
C33H55BClMnN6OSSi, DFT ωB97M-V/def2-TZVPD
Mn 0.64 -0.19 -0.78
C 3.46 -1.49 -2.85
C 3.62 -1.55 -1.37
C 4.73 -1.96 -0.62
C 4.34 -1.84 0.70
C 5.11 -2.15 1.94
N 3.08 -1.38 0.72
N 2.63 -1.19 -0.56
B 2.13 -1.19 1.93
N 0.88 -2.06 1.69
N 0.12 -1.91 0.57
C -0.82 -2.84 0.62
C -1.81 -2.99 -0.48
C -0.69 -3.60 1.79
C 0.40 -3.08 2.44
C 1.00 -3.49 3.74
N 1.70 0.28 2.10
N 1.06 0.93 1.09
C 0.74 2.14 1.54
C -0.01 3.10 0.69
C 1.17 2.28 2.86
C 1.77 1.08 3.18
C 2.39 0.64 4.46
H 4.43 -1.50 -3.35
H 2.88 -2.34 -3.22
H 2.93 -0.58 -3.13
H 5.68 -2.31 -0.99
H 6.11 -2.48 1.67
H 5.19 -1.28 2.59
H 4.64 -2.95 2.51
H 2.68 -1.55 2.92
H -1.62 -2.25 -1.25
H -1.74 -3.99 -0.93
H -2.83 -2.87 -0.11
H -1.31 -4.42 2.11
H 0.41 -4.30 4.17
H 2.03 -3.83 3.62
H 1.00 -2.66 4.45
H -0.18 2.68 -0.30
H -0.97 3.35 1.13
H 0.55 4.04 0.58
H 1.05 3.13 3.51
H 2.35 1.46 5.18
H 1.87 -0.21 4.88
H 3.43 0.36 4.33
C -0.99 2.44 -2.89
Si -1.29 0.58 -2.50
C -3.16 0.58 -1.92
C -3.95 -0.69 -2.23
C -3.13 0.74 -0.40
C -3.96 1.76 -2.50
C -1.09 -0.23 -4.26
C 0.26 0.26 -4.81
C -2.17 0.15 -5.28
C -1.02 -1.75 -4.15
H -1.53 2.76 -3.78
H 0.07 2.61 -3.06
H -1.31 3.08 -2.08
H -3.47 -1.59 -1.87
H -4.13 -0.81 -3.30
H -4.94 -0.64 -1.75
H -2.65 -0.12 0.09
H -4.14 0.85 0.01
H -2.56 1.64 -0.10
H -3.98 1.73 -3.59
H -3.55 2.72 -2.20
H -4.99 1.72 -2.15
H 0.24 1.33 -5.02
H 0.49 -0.25 -5.75
H 1.07 0.07 -4.11
H -2.24 1.23 -5.39
H -3.15 -0.22 -5.00
H -1.92 -0.26 -6.26
H -0.22 -2.06 -3.46
H -0.81 -2.21 -5.12
H -1.95 -2.18 -3.78
C 4.44 1.77 -1.15
S 2.78 2.45 -1.14
C 3.00 3.67 -2.43
O 1.89 1.41 -1.79
H 4.68 1.41 -2.14
H 4.46 0.96 -0.43
H 5.13 2.56 -0.84
H 3.74 4.40 -2.11
H 2.04 4.15 -2.57
H 3.30 3.17 -3.34
Cl -2.11 -1.94 5.17
C -2.95 -0.45 4.88
C -3.91 -0.06 5.78
C -4.60 1.14 5.58
C -4.31 1.93 4.47
C -3.35 1.53 3.58
C -2.62 0.32 3.74
C -1.65 -0.05 2.80
H -4.13 -0.68 6.63
H -5.36 1.44 6.29
H -4.85 2.85 4.31
H -3.13 2.14 2.71
H -1.43 0.61 1.98
H -1.13 -0.99 2.87
```

Its spin multiplicity is 5. The HOMO-LUMO gap (spin up / spin down) comes out at 7.20 / 6.14 eV. The expectation value of S² is 6.3343.

=====

no.,E (eV),maximum force (eV Å⁻¹)
1,-219212.06987,2.9
2,-63357.52275,0.8
3,-109335.55550,0.6